Here is a molecular structure, C36H35FeN3O6S3 from the Open Molecules 2025 dataset. Energies are from the ωB97M-V functional and the def2-TZVPD basis.

molar mass	757.737	g mol⁻¹
HOMO level	-1.961	eV
orbital gap	5.97	eV
DFT total energy	-121549.2534	eV

Geometry as ORCA input:
```
! wB97M-V def2-TZVPD RIJCOSX def2/J DEFGRID3
* xyz -2 1
Fe -1.349 -0.204 0.897
O 1.811 -0.580 -3.875
C 2.292 -1.784 -3.536
C 3.287 -2.347 -4.342
C 3.819 -3.588 -4.044
C 3.370 -4.297 -2.935
C 2.385 -3.740 -2.136
C 1.831 -2.494 -2.409
C 0.757 -1.984 -1.472
O 0.420 -2.693 -0.517
N 0.264 -0.801 -1.877
N -0.739 -0.230 -1.155
C -1.359 0.701 -1.780
C -2.519 1.316 -1.160
C -3.329 2.240 -1.814
C -4.478 2.680 -1.183
C -4.805 2.167 0.065
C -3.942 1.254 0.651
N -2.819 0.868 0.062
H 1.101 -0.383 -3.165
H 3.626 -1.779 -5.200
H 4.592 -4.005 -4.682
H 3.785 -5.269 -2.697
H 2.008 -4.254 -1.261
H -1.077 0.975 -2.796
H -3.048 2.599 -2.796
H -5.117 3.414 -1.659
H -5.695 2.481 0.591
H -4.130 0.813 1.622
C 1.349 -1.799 3.860
C 0.060 -1.727 3.051
C -0.573 -3.112 2.982
O 0.365 -1.239 1.736
C -0.962 -0.755 3.696
O -1.020 -0.693 4.929
O -1.704 -0.124 2.880
H 1.981 -2.605 3.476
H 1.110 -1.978 4.908
H 1.898 -0.864 3.784
H 0.118 -3.808 2.496
H -1.500 -3.078 2.411
H -0.779 -3.465 3.995
H 0.251 -1.939 1.049
O -0.262 1.542 0.829
C -0.200 2.753 1.437
C 0.724 2.740 2.654
C 0.777 3.528 3.766
C 1.899 3.234 4.591
C 2.667 2.235 4.072
S 2.025 1.632 2.603
C -1.549 3.364 1.892
C -2.349 2.943 2.914
C -3.503 3.754 3.087
C -3.566 4.784 2.196
S -2.219 4.767 1.143
C 0.426 3.751 0.434
C 0.318 3.689 -0.921
C 0.960 4.767 -1.589
C 1.557 5.633 -0.723
S 1.350 5.129 0.902
H 0.026 4.273 3.992
H 2.105 3.722 5.535
H 3.544 1.786 4.511
H -2.110 2.063 3.496
H -4.258 3.569 3.841
H -4.334 5.536 2.098
H -0.184 2.863 -1.401
H 0.992 4.881 -2.665
H 2.129 6.517 -0.957
C -3.616 -5.106 1.113
C -4.320 -3.786 0.762
C -5.386 -3.491 1.829
C -5.008 -3.936 -0.603
C -3.338 -2.691 0.723
C -2.518 -1.786 0.731
H -4.335 -5.933 1.152
H -3.123 -5.023 2.083
H -2.852 -5.334 0.369
H -6.104 -4.317 1.902
H -5.926 -2.577 1.577
H -4.912 -3.343 2.800
H -5.747 -4.746 -0.582
H -4.268 -4.153 -1.375
H -5.512 -3.006 -0.874
*
```

---

Here is a molecular structure, C36H35N13PRuS5 at a distorted geometry from the Open Molecules 2025 dataset. Energies are from the ωB97M-V functional and the def2-TZVPD basis.

molar mass	942.146	g mol⁻¹
HOMO level (spin up / spin down)	-12.125 / -12.102	eV
orbital gap (spin up / spin down)	7.69 / 5.00	eV
DFT total energy	-123307.9337	eV

Geometry as ORCA input:
```
! wB97M-V def2-TZVPD RIJCOSX def2/J DEFGRID3
* xyz 2 2
Ru -0.342 -0.443 -0.129
C 1.046 -5.554 1.228
N 0.413 -4.509 0.468
C -0.396 -4.662 -0.610
C -0.771 -3.404 -1.002
N -0.200 -2.499 -0.174
C 0.520 -3.183 0.716
P 1.604 -2.496 2.030
C 0.316 -1.474 2.823
N -0.744 -0.956 2.218
C -1.461 -0.321 3.171
C -0.829 -0.469 4.378
N 0.285 -1.204 4.148
C 1.294 -1.569 5.103
C 2.343 -1.199 0.963
N 1.699 -0.483 0.040
C 2.641 0.222 -0.632
C 3.871 -0.066 -0.108
N 3.672 -0.964 0.888
C 4.683 -1.519 1.745
H 0.677 -6.522 0.896
H 0.821 -5.433 2.290
H 2.129 -5.520 1.094
H -0.647 -5.623 -1.015
H -1.398 -3.095 -1.818
H -2.377 0.184 2.942
H -1.088 -0.113 5.355
H 1.003 -1.215 6.090
H 2.247 -1.117 4.827
H 1.412 -2.652 5.141
H 2.390 0.851 -1.466
H 4.846 0.293 -0.371
H 5.661 -1.200 1.393
H 4.641 -2.609 1.735
H 4.541 -1.165 2.767
N -4.115 1.175 -0.108
C -4.647 -0.088 0.016
C -5.953 -0.523 0.148
C -6.153 -1.888 0.286
C -5.082 -2.778 0.281
C -3.773 -2.350 0.151
C -3.548 -0.982 0.018
N -2.394 -0.252 -0.109
C -2.762 1.045 -0.162
C -1.774 2.065 -0.169
C -1.882 3.446 -0.218
S -0.318 4.166 -0.123
C 0.376 2.594 -0.022
N -0.481 1.620 -0.061
H -4.636 2.035 -0.142
H -6.775 0.174 0.146
H -7.156 -2.265 0.401
H -5.283 -3.833 0.386
H -2.954 -3.049 0.161
H -2.756 4.053 -0.316
H 1.437 2.462 0.068
C 2.594 5.768 5.285
C 3.149 4.573 4.604
C 4.482 4.276 4.464
C 4.857 3.105 3.779
N 3.941 2.278 3.267
C 2.669 2.561 3.400
S 1.472 1.539 2.783
N 2.254 3.696 4.060
C 6.281 2.736 3.572
H 3.380 6.338 5.768
H 1.860 5.477 6.035
H 2.092 6.414 4.563
H 5.230 4.933 4.874
H 1.261 3.871 4.152
H 6.935 3.348 4.183
H 6.544 2.880 2.524
H 6.436 1.685 3.806
S 0.888 -0.591 -8.328
C 0.229 -0.401 -6.812
S 1.245 -0.489 -5.395
C -0.225 -0.269 -4.405
N -1.286 -0.148 -5.127
N -1.078 -0.204 -6.435
C -2.199 -0.038 -7.263
C -2.111 0.122 -8.645
C -3.261 0.265 -9.398
C -4.506 0.274 -8.789
C -4.595 0.136 -7.411
C -3.457 -0.021 -6.648
S -0.138 -0.182 -2.723
H -1.151 0.148 -9.137
H -3.182 0.379 -10.466
H -5.398 0.395 -9.383
H -5.561 0.146 -6.931
H -3.520 -0.137 -5.578
*
```

---

Here is a molecular structure, C36H37AlN8OSSb from the Open Molecules 2025 dataset. Energies are from the ωB97M-V functional and the def2-TZVPD basis.

molar mass	778.556	g mol⁻¹
HOMO level	-14.988	eV
orbital gap	6.49	eV
DFT total energy	-75851.3546	eV

Geometry as ORCA input:
```
! wB97M-V def2-TZVPD RIJCOSX def2/J DEFGRID3
* xyz 3 1
Al -0.124 -0.031 0.030
C -2.902 0.875 -1.716
C -2.364 -0.507 -1.906
C -2.862 -1.240 -2.981
C -2.429 -2.524 -3.207
C -1.591 -3.099 -2.257
C -1.142 -2.363 -1.181
N -1.449 -1.034 -1.056
Sb -0.415 -3.620 0.411
C 1.239 -2.386 1.025
C 2.231 -3.092 1.681
C 3.374 -2.444 2.129
C 3.510 -1.098 1.854
C 2.512 -0.427 1.160
C 2.757 0.990 0.749
N 1.377 -1.059 0.774
C -1.864 -2.862 1.801
C -2.476 -3.758 2.656
C -3.490 -3.301 3.495
C -3.865 -1.979 3.416
C -3.205 -1.132 2.524
C -3.602 0.316 2.426
N -2.206 -1.560 1.740
H -3.906 0.924 -2.135
H -2.305 1.631 -2.228
H -2.982 1.127 -0.663
H -3.588 -0.773 -3.632
H -2.775 -3.089 -4.063
H -1.317 -4.143 -2.345
H 2.116 -4.156 1.847
H 4.147 -2.984 2.660
H 4.393 -0.551 2.152
H 3.453 1.459 1.441
H 1.857 1.604 0.733
H 3.209 1.014 -0.246
H -2.190 -4.803 2.667
H -3.983 -3.975 4.183
H -4.661 -1.588 4.036
H -4.676 0.439 2.558
H -3.345 0.699 1.436
H -3.136 0.932 3.204
N 0.322 6.817 -2.156
C -0.559 6.197 -1.354
O -1.497 6.730 -0.809
C -0.371 4.700 -1.117
C -1.310 4.106 -0.276
C -1.228 2.766 -0.005
N -0.276 1.951 -0.522
C 0.642 2.539 -1.318
C 0.625 3.886 -1.635
H 0.205 7.808 -2.305
H 1.111 6.368 -2.581
H -2.096 4.717 0.149
H -1.964 2.325 0.657
H 1.420 1.906 -1.709
H 1.403 4.255 -2.289
N -0.419 0.741 1.963
C 0.400 0.436 3.157
C 0.389 -0.814 3.755
C 1.184 -1.031 4.871
C 1.978 -0.015 5.385
C 1.959 1.240 4.795
C 1.160 1.469 3.683
H -0.396 1.755 1.897
H -1.386 0.515 2.195
H -0.240 -1.605 3.379
H 1.170 -1.999 5.354
H 2.590 -0.192 6.260
H 2.546 2.048 5.209
H 1.128 2.460 3.238
N 3.610 -2.043 -6.023
C 2.299 -1.873 -5.808
S 1.115 -2.312 -6.842
C 1.936 -1.300 -4.469
C 2.629 -1.589 -3.303
C 2.146 -1.130 -2.088
N 1.044 -0.375 -1.962
C 0.416 -0.052 -3.112
C 0.806 -0.491 -4.352
H 3.904 -2.439 -6.904
H 4.319 -1.635 -5.438
H 3.510 -2.218 -3.298
H 2.660 -1.413 -1.183
H -0.448 0.596 -3.028
H 0.239 -0.237 -5.237
*
```

---

Here is a molecular structure, C36H37CaNOP2 at a distorted geometry from the Open Molecules 2025 dataset. Energies are from the ωB97M-V functional and the def2-TZVPD basis.

molar mass	601.724	g mol⁻¹
HOMO level	-7.827	eV
orbital gap	6.82	eV
DFT total energy	-78482.6473	eV

Geometry as ORCA input:
```
! wB97M-V def2-TZVPD RIJCOSX def2/J DEFGRID3
* xyz 0 1
Ca -3.340 2.112 2.501
C -5.353 -2.630 3.750
C -4.122 -3.082 3.467
C -3.690 -3.562 2.100
C -3.651 -2.453 1.043
C -4.900 -1.766 0.594
C -6.169 -2.124 0.801
C -6.601 -3.307 1.559
C -6.619 -3.138 3.117
C -5.319 2.656 1.370
H -5.523 -1.912 4.559
H -3.348 -3.201 4.246
H -4.298 -4.412 1.773
H -2.657 -3.925 2.216
H -2.985 -1.657 1.429
H -3.132 -2.889 0.169
H -4.713 -0.815 0.074
H -6.984 -1.463 0.507
H -5.976 -4.168 1.285
H -7.640 -3.549 1.276
H -7.425 -2.458 3.447
H -6.891 -4.137 3.507
H -6.086 3.093 2.061
H -5.650 1.664 0.948
H -5.368 3.298 0.467
P 3.466 1.038 0.481
P 2.312 1.947 -2.335
C 3.487 -0.104 -0.922
C 3.100 0.330 -2.150
C 5.171 0.756 1.136
C 5.939 -0.388 0.875
C 7.196 -0.541 1.474
C 7.728 0.474 2.277
C 6.998 1.657 2.473
C 5.733 1.806 1.898
C 2.382 0.071 1.623
C 1.017 0.011 1.281
C 0.134 -0.725 2.067
C 0.613 -1.435 3.175
C 1.968 -1.376 3.515
C 2.851 -0.608 2.754
C 3.244 2.427 -3.881
C 4.624 2.688 -3.728
C 5.422 2.906 -4.851
C 4.858 2.887 -6.133
C 3.484 2.681 -6.281
C 2.670 2.479 -5.160
C 0.688 1.451 -3.037
C -0.309 2.444 -3.096
C -1.515 2.179 -3.748
C -1.737 0.916 -4.315
C -0.772 -0.087 -4.199
C 0.425 0.168 -3.529
H 3.742 -1.147 -0.714
H 3.258 -0.250 -3.066
H 5.566 -1.166 0.213
H 7.767 -1.457 1.311
H 8.709 0.359 2.746
H 7.412 2.470 3.078
H 5.161 2.729 2.039
H 0.661 0.518 0.380
H -0.924 -0.775 1.791
H -0.070 -2.051 3.759
H 2.347 -1.942 4.365
H 3.907 -0.560 3.017
H 5.070 2.702 -2.729
H 6.490 3.092 -4.730
H 5.486 3.039 -7.012
H 3.032 2.679 -7.273
H 1.593 2.346 -5.285
H -0.126 3.417 -2.631
H -2.275 2.960 -3.804
H -2.672 0.723 -4.841
H -0.953 -1.074 -4.622
H 1.150 -0.629 -3.393
O -6.659 -0.100 3.620
C -5.698 0.601 3.823
N -4.711 1.290 4.023
*
```

---

Here is a molecular structure, C36H37ClCrIN3OS2Sb at a distorted geometry from the Open Molecules 2025 dataset. Energies are from the ωB97M-V functional and the def2-TZVPD basis.

molar mass	927.959	g mol⁻¹
ΔE to the lowest compared entry with this formula, charge and spin	0.0	kJ/mol
HOMO level (spin up / spin down)	-7.071 / -7.015	eV
orbital gap (spin up / spin down)	6.14 / 6.27	eV
DFT total energy	-121705.5609	eV

Geometry as ORCA input:
```
! wB97M-V def2-TZVPD RIJCOSX def2/J DEFGRID3
* xyz 0 2
Cr -0.348 2.259 -0.221
S -1.033 0.517 1.113
C -2.410 1.199 1.951
C -2.896 0.570 3.107
C -4.008 1.056 3.761
C -4.666 2.184 3.265
C -4.192 2.819 2.137
C -3.048 2.352 1.470
S -2.446 3.178 0.058
H -2.381 -0.307 3.478
H -4.365 0.567 4.658
H -5.550 2.561 3.764
H -4.695 3.695 1.747
C 3.254 -0.046 -1.240
C 1.920 0.376 -1.183
N 1.511 1.332 -0.371
C 2.420 1.905 0.457
C 3.773 1.565 0.453
C 4.184 0.558 -0.436
C 4.667 2.249 1.349
C 4.211 3.192 2.198
C 2.817 3.538 2.243
C 2.277 4.497 3.118
C 0.933 4.756 3.086
C 0.118 4.063 2.180
N 0.604 3.158 1.355
C 1.933 2.898 1.376
H 3.529 -0.835 -1.927
H 1.166 -0.079 -1.813
H 5.227 0.269 -0.477
H 5.718 1.991 1.324
H 4.892 3.705 2.866
H 2.928 5.021 3.808
H 0.485 5.488 3.742
H -0.948 4.238 2.118
Cl -0.737 3.693 -6.938
C -0.450 3.755 -5.221
C 0.074 4.885 -4.661
C 0.336 4.961 -3.281
I 1.162 6.682 -2.466
C 0.072 3.896 -2.439
O 0.317 3.864 -1.163
C -0.517 2.738 -3.041
N -0.811 1.737 -2.165
C -1.328 0.617 -2.618
C -1.583 0.416 -3.987
C -1.310 1.411 -4.881
C -0.766 2.632 -4.419
H 0.290 5.736 -5.292
H -1.565 -0.138 -1.879
H -2.000 -0.528 -4.310
H -1.505 1.282 -5.937
C 1.472 -4.050 -2.416
C 0.402 -4.530 -1.434
C 0.906 -5.745 -0.656
Sb -0.332 -2.796 -0.319
C 0.695 -2.943 1.594
C 0.285 -4.059 2.548
C 2.204 -2.945 1.355
C -2.319 -3.577 0.083
C -3.033 -2.680 1.094
C -2.415 -5.049 0.467
H 1.793 -4.859 -3.080
H 2.359 -3.699 -1.880
H 1.115 -3.228 -3.041
H -0.484 -4.825 -2.005
H 1.895 -5.557 -0.236
H 1.003 -6.611 -1.319
H 0.246 -6.032 0.161
H 0.427 -1.982 2.041
H 0.404 -5.046 2.100
H -0.750 -3.958 2.875
H 0.915 -4.033 3.445
H 2.549 -3.909 0.978
H 2.738 -2.752 2.291
H 2.510 -2.176 0.640
H -2.805 -3.448 -0.890
H -2.517 -2.672 2.057
H -4.052 -3.039 1.273
H -3.096 -1.646 0.753
H -1.986 -5.240 1.450
H -1.920 -5.700 -0.254
H -3.467 -5.351 0.510
*
```

---

Here is a molecular structure, C36H37F3P2V at a distorted geometry from the Open Molecules 2025 dataset. Energies are from the ωB97M-V functional and the def2-TZVPD basis.

molar mass	639.578	g mol⁻¹
ΔE to the lowest compared entry with this formula, charge and spin	488.8	kJ/mol
HOMO level (spin up / spin down)	-4.639 / -4.600	eV
orbital gap (spin up / spin down)	4.59 / 3.17	eV
DFT total energy	-90340.6190	eV

Geometry as ORCA input:
```
! wB97M-V def2-TZVPD RIJCOSX def2/J DEFGRID3
* xyz 0 4
V 2.114 -0.612 0.790
C 3.615 -1.324 1.827
C 2.678 -0.570 2.668
C 2.865 0.882 2.970
C 3.173 1.752 1.732
C 2.512 1.267 0.469
C 3.218 0.393 -0.483
C 4.606 -0.096 -0.218
C 4.828 -0.726 1.182
C -3.202 0.422 -1.583
H 3.737 -2.386 2.066
H 2.171 -1.124 3.467
H 3.660 1.029 3.718
H 1.953 1.275 3.449
H 2.780 2.757 1.957
H 4.255 1.908 1.598
H 1.760 1.957 0.071
H 2.991 0.541 -1.543
H 5.346 0.711 -0.347
H 4.889 -0.836 -0.987
H 5.579 -1.521 1.030
H 5.325 -0.006 1.852
H -2.944 -0.575 -1.969
H -3.934 0.906 -2.244
H -3.605 0.350 -0.565
P -1.576 -1.407 0.625
P -1.776 1.490 -1.545
C -0.494 0.090 0.563
C -0.857 1.289 -0.018
C -2.370 -1.320 2.290
C -1.715 -0.748 3.388
C -2.305 -0.799 4.656
C -3.558 -1.397 4.828
C -4.232 -1.931 3.725
C -3.654 -1.884 2.456
C -0.155 -2.501 1.032
C 0.967 -2.457 0.136
C 1.932 -3.500 0.174
C 1.783 -4.545 1.085
C 0.773 -4.502 2.053
C -0.196 -3.499 2.017
C -2.293 3.209 -1.741
C -3.165 3.749 -0.777
C -3.685 5.032 -0.946
C -3.327 5.792 -2.069
C -2.430 5.271 -3.011
C -1.918 3.981 -2.856
C -0.680 1.059 -2.926
C -1.111 0.272 -4.007
C -0.206 -0.092 -5.006
C 1.123 0.329 -4.935
C 1.555 1.127 -3.872
C 0.650 1.503 -2.878
H 0.365 0.080 1.340
H -0.429 2.219 0.374
H -0.746 -0.263 3.254
H -1.782 -0.369 5.509
H -4.011 -1.446 5.821
H -5.215 -2.389 3.852
H -4.176 -2.287 1.586
H 1.011 -1.703 -0.689
H 2.744 -3.473 -0.560
H 2.448 -5.412 1.041
H 0.713 -5.278 2.816
H -1.005 -3.504 2.750
H -3.442 3.155 0.096
H -4.372 5.442 -0.207
H -3.746 6.789 -2.210
H -2.133 5.869 -3.872
H -1.232 3.571 -3.602
H -2.154 -0.053 -4.068
H -0.543 -0.713 -5.840
H 1.834 0.027 -5.704
H 2.593 1.458 -3.810
H 0.979 2.142 -2.053
F -1.496 -4.434 -1.496
C -1.342 -3.194 -2.034
F -0.091 -3.141 -2.581
F -2.221 -3.082 -3.060
*
```

---

Question: The highest DFT total energy belongs to which entry?
Answer: C36H37AlN8OSSb